Formula: C17H27Br21N2O
Source: OMol25
Level of theory: wB97M-V/def2-TZVPD

```
68
Properties=species:S:1:pos:R:3:forces:R:3:lowdin_charge:R:1
C 3.00391 1.62718 -2.41372 -0.6 0.7 -0.4 -0.1412
N 2.06044 0.50573 -2.42223 0.8 -0.4 0.3 -0.1061
C 2.04095 -0.28102 -1.18031 -0.5 0.6 -0.1 -0.1847
C 0.73620 -0.01256 -0.41153 0.6 -0.3 1.3 -0.3092
C 0.79613 -0.70548 1.00013 -1.7 0.9 0.6 -0.2692
C 0.82423 0.37233 2.10792 -0.1 1.1 -1.5 -0.1873
C 2.13978 1.13023 2.44216 -0.6 -1.0 1.2 -0.1463
C 3.23611 0.24457 3.12062 1.2 1.5 -1.1 -0.3577
C 3.97068 1.16069 4.15965 -0.7 0.1 -0.4 -0.0771
C 4.29601 -0.10618 2.02336 0.2 -0.4 0.8 -0.0953
C 0.01066 1.47870 1.34688 0.5 -1.1 0.9 -0.4170
O -0.75397 2.26197 1.84580 0.6 -0.1 -0.8 0.1086
N 0.40960 1.38432 -0.04203 0.3 0.6 -0.5 0.0937
H 3.53751 1.69711 -3.37334 0.0 -0.1 0.4 0.0804
H 3.72022 1.60762 -1.57963 0.0 -0.3 -0.3 0.0190
H 2.43169 2.57136 -2.32271 0.3 -0.2 0.0 0.0738
H 2.20999 -0.09731 -3.21861 0.1 0.1 0.1 0.0943
H 2.91230 -0.07702 -0.52626 -0.2 0.1 -0.3 0.1055
H 2.09843 -1.35967 -1.40938 -0.2 0.3 0.1 0.1161
H -0.10430 -0.31219 -1.05814 0.3 -0.5 0.4 0.1173
H 1.37209 -1.60956 1.11666 0.9 0.8 0.1 0.0093
H -0.23566 -1.06949 1.07882 0.3 0.2 0.5 -0.0003
H 0.34029 0.02210 3.02746 0.1 0.2 -0.2 0.1303
H 2.52848 1.64935 1.55680 0.1 -0.3 0.2 0.0559
H 1.86754 1.91960 3.16575 -0.1 -0.2 -0.3 0.1220
H 2.82882 -0.66038 3.59139 0.0 0.3 -0.2 0.0938
H 3.47207 1.12360 5.14016 0.4 -0.1 -0.2 0.0760
H 3.87139 2.20276 3.80767 0.2 -0.3 0.1 0.0618
H 5.04850 0.96276 4.21428 -0.3 -0.2 0.3 0.0671
H 4.44953 0.74635 1.34059 -0.2 -0.7 0.2 -0.0134
H 4.07753 -1.04185 1.48677 -0.1 0.4 -0.1 0.0735
H 5.26117 -0.25043 2.53616 -0.2 -0.2 -0.3 0.0651
H 1.26746 1.91394 -0.18478 -0.5 0.6 0.0 0.1059
C -3.45917 -1.21535 -1.20436 -0.1 0.0 -0.1 -1.5745
Br -2.32479 -2.73082 -1.57046 -1.0 0.4 -0.4 0.5104
Br -5.31489 -1.60047 -1.56168 0.2 -0.1 0.2 0.5179
Br -3.19459 -0.54919 0.58838 0.0 -0.1 -0.1 0.6371
H -3.16271 -0.42470 -1.88375 0.0 0.0 0.0 -0.0290
C -3.25428 -2.20125 -5.55052 0.0 0.0 0.0 -1.6045
Br -3.84359 -3.93760 -4.95366 0.0 0.1 0.0 0.5681
Br -4.47182 -0.80916 -5.00507 0.1 -0.1 -0.1 0.5399
Br -1.44497 -1.82364 -4.99650 -0.1 0.0 -0.1 0.5522
H -3.25675 -2.22050 -6.63186 0.0 0.0 0.1 -0.0309
C -9.04244 -0.50515 -2.74128 0.1 0.0 0.0 -1.6166
Br -10.77790 -0.23846 -3.53836 0.1 0.0 0.0 0.5783
Br -8.45152 -2.33468 -2.90444 -0.1 0.1 0.0 0.5540
Br -7.73343 0.72291 -3.44636 -0.2 0.0 0.0 0.5189
H -9.14231 -0.29513 -1.68456 0.0 0.0 -0.1 -0.0247
C -6.75614 4.43558 -5.15557 0.0 0.0 0.0 -1.6308
Br -5.64827 2.89319 -5.49860 0.0 0.1 0.0 0.5326
Br -8.61224 4.07984 -5.53745 0.1 0.0 0.0 0.5619
Br -6.50850 5.10372 -3.36457 0.0 -0.1 -0.1 0.5743
H -6.43492 5.21420 -5.83424 0.0 -0.1 0.0 -0.0318
C -0.14627 -4.72138 1.37692 0.0 -0.1 -0.2 -1.5821
Br 0.73853 -6.30158 0.70489 -0.1 0.1 0.1 0.5858
Br 0.09447 -3.20100 0.21645 0.1 -2.8 -0.1 0.7063
Br -2.01236 -5.05076 1.74930 0.2 0.1 0.0 0.5806
H 0.32891 -4.46921 2.31646 0.0 -0.2 -0.1 -0.1339
C 6.54387 3.53938 0.98561 0.1 0.0 0.0 -1.6034
Br 7.61240 1.97965 0.60592 -0.1 0.1 0.0 0.5818
Br 4.67775 3.22910 0.60804 0.2 0.4 0.0 0.6621
Br 6.80859 4.16836 2.78792 0.0 -0.1 -0.1 0.5820
H 6.87696 4.32473 0.32055 0.0 0.0 0.0 -0.0300
C 1.10497 -2.92578 6.21663 0.0 0.0 0.1 -1.6151
Br 0.47587 -2.98529 4.39234 0.0 0.2 0.2 0.6517
Br 2.97958 -2.48425 6.30714 -0.1 0.0 0.0 0.5879
Br 0.03498 -1.74306 7.29622 0.1 -0.1 -0.1 0.5876
H 0.99127 -3.92140 6.62419 0.0 0.0 0.0 -0.0282
```
Positions in Å, forces in eV/Å.

The calculation puts the lowest unoccupied orbital energy at -0.34 eV. The gap between HOMO and LUMO is 8.57 eV.